No. 1
DFT (ωB97M-V with the def2-TZVPD basis set) results for a gas-phase ion, C26H37N4O2 (charge +1).

Structure (XYZ):
```
69
Properties=species:S:1:pos:R:3:mulliken_charge:R:1
O -2.809 0.505 4.245 -0.69
O 0.752 -0.024 0.513 -0.76
N -0.317 0.732 4.280 0.31
N -0.216 -0.887 -1.337 1.03
N -3.039 -0.925 2.513 -0.01
N 1.120 1.743 -2.239 0.71
C -2.107 -3.679 0.232 -0.99
C -0.220 -0.768 6.249 -1.29
C 1.931 3.560 -0.655 -1.30
C 0.561 0.139 5.314 -0.50
C 0.071 -2.311 -4.725 -1.00
C 0.139 -2.191 -3.345 0.68
C 1.893 2.182 -3.394 -0.69
C -0.617 -3.909 -1.727 -1.24
C 1.712 0.577 -1.606 -1.70
C -1.770 -0.975 0.459 -0.34
C 0.591 -3.308 -2.454 -1.21
C 0.219 1.993 3.703 -0.60
C -2.326 -0.179 3.351 0.68
C 1.187 3.272 -4.190 -1.40
C -0.864 -0.106 -4.894 -0.90
C 1.564 1.831 3.016 -0.77
C 0.769 2.790 -1.291 -0.48
C -0.291 -1.006 -2.757 -0.08
C -0.808 0.030 -3.518 -0.40
C -1.265 -3.042 -0.680 0.53
C -1.101 -1.661 -0.549 0.49
C -2.705 -3.016 1.286 -0.92
C 0.706 -0.120 -0.710 0.45
C -0.418 -1.270 -5.496 -0.76
C -2.510 -1.648 1.414 -0.31
C -0.787 -0.223 3.259 -0.02
H 0.438 -1.129 7.035 0.43
H 0.298 2.717 4.518 0.48
H -0.312 -4.842 -1.247 0.56
H -1.148 0.930 -3.033 0.42
H 2.007 1.305 -4.039 0.44
H 2.026 -0.116 -2.390 0.53
H 1.193 4.223 -3.665 0.33
H 1.535 4.296 0.041 0.43
H 2.902 2.522 -3.112 0.49
H -0.459 -1.238 3.489 0.30
H 0.115 3.493 -1.811 0.60
H -1.040 -0.227 6.717 0.36
H -0.628 -1.634 5.734 0.31
H -2.263 -4.742 0.130 0.48
H -1.261 0.697 -5.496 0.47
H 2.593 2.892 -0.109 0.20
H 1.366 -0.409 4.821 0.40
H 0.999 0.957 5.889 0.45
H 2.591 0.821 -0.986 0.59
H 0.180 2.318 -0.499 0.07
H 1.855 2.793 2.604 0.41
H 0.159 2.983 -4.390 0.27
H -3.304 -3.553 2.003 0.51
H 2.509 4.084 -1.410 0.33
H -4.039 -0.962 2.679 0.32
H 1.065 -4.089 -3.049 0.58
H 1.700 3.408 -5.139 0.43
H -1.697 0.100 0.495 0.93
H -1.377 -4.166 -2.472 0.56
H 2.336 1.521 3.714 0.39
H -0.395 0.023 2.271 -0.72
H -1.250 0.974 4.740 0.44
H -0.521 2.366 2.992 0.35
H 1.514 1.120 2.196 0.17
H 0.405 -3.223 -5.196 0.46
H -0.459 -1.372 -6.570 0.44
H 1.319 -2.948 -1.722 0.24
```

The calculation puts the energy relative to the best compared isomer or geometry (same formula, charge and spin) at 0.0 kJ/mol. Its SMILES is CCN(CC)CC(=O)N1c2ccccc2CCc2ccc(NC(=O)C[NH+](CC)CC)cc21. The total energy is -1382.28008 hartree. As for the molecular weight: 437.61 g/mol. The charge is +1. The HOMO-LUMO gap comes out at 8.8 eV. Its multiplicity is 1.

No. 2
DFT (ωB97M-V with the def2-TZVPD basis set) results for a molecular structure, C40H56CaN13O2PS2.

Structure (XYZ):
```
115
Properties=species:S:1:pos:R:3:mulliken_charge:R:1
Ca 0.495 -0.571 -0.808 2.68
S 4.571 -3.644 -0.319 -0.31
S 3.125 0.288 -5.068 -0.28
P -1.093 -4.168 1.190 -1.38
O 0.899 2.428 -0.809 -0.29
O -0.530 -2.903 0.672 1.07
N -1.510 -0.837 -1.904 0.15
N -4.335 -1.253 7.005 -0.66
N 2.056 -0.265 -2.828 0.92
N -1.381 -4.102 2.818 1.25
N -2.553 0.011 -1.568 0.40
N -2.532 -4.589 0.483 1.04
N -0.596 4.095 -1.064 0.33
N 1.882 0.253 0.848 0.42
N -0.848 0.007 0.957 1.09
N -0.024 -5.421 0.953 1.27
N -4.897 1.517 -0.977 -0.78
N 3.397 0.268 3.229 -0.74
N 2.543 -2.197 -0.850 0.98
C 0.656 3.590 -1.140 0.72
C 3.043 -2.962 0.079 -0.21
C 2.444 -3.159 1.425 -0.05
C -0.830 -0.279 3.347 -1.15
C -2.923 -0.756 4.611 1.02
C 3.965 0.460 1.996 -0.80
C -1.617 3.227 -0.491 -0.34
C -2.915 -5.937 0.127 -1.08
C -0.012 -6.619 1.763 -1.16
C -3.015 -1.397 6.928 -0.53
C 2.100 0.108 3.236 -0.41
C -0.148 -0.063 2.130 -0.15
C -3.634 -3.637 0.550 -1.60
C 3.411 -2.080 -1.914 -0.65
C -4.133 0.935 -0.046 -0.41
C -3.244 0.730 -2.525 -0.42
C -2.440 -4.805 3.509 -1.13
C 3.101 -1.144 -2.990 -0.16
C 1.950 0.549 -3.843 -0.08
C 1.280 0.097 2.078 -0.09
C 1.761 4.509 -1.605 -1.77
C 3.794 -0.995 -4.157 -0.72
C 0.733 -5.520 -0.281 -1.18
C 3.208 0.450 0.858 -0.68
C -3.257 -2.229 -3.074 -1.57
C -1.326 -1.310 -4.398 -1.56
C -4.306 -0.590 4.700 -0.48
C -0.347 -3.576 3.691 -0.44
C -2.878 -0.462 2.126 -0.71
C -4.378 1.414 -2.230 -0.71
C 4.554 -2.815 -1.812 -0.83
C 0.873 1.572 -3.978 -0.44
C -1.790 -1.784 -3.004 1.21
C -0.937 -3.017 -2.687 -1.93
C -2.185 -0.133 0.967 0.19
C -4.951 -0.851 5.897 -0.54
C -2.277 -1.166 5.781 -0.42
C -2.977 0.196 -0.237 -1.11
C -0.888 5.502 -1.258 -1.09
C -2.189 -0.505 3.350 0.70
H -1.643 2.284 -1.029 -0.27
H -2.035 -5.576 4.177 0.39
H -1.958 5.619 -1.413 0.34
H 0.315 -2.917 3.132 -0.37
H -0.809 -2.991 4.488 0.11
H -4.287 -3.825 1.412 0.31
H -0.995 -3.762 -3.489 0.74
H 1.754 -5.852 -0.063 0.36
H 1.391 -2.893 1.388 -1.22
H -3.692 -2.244 -2.074 0.02
H -1.406 3.002 0.557 0.28
H 2.536 -4.196 1.757 0.62
H 1.016 -6.868 2.045 0.28
H 0.288 -6.238 -0.983 0.26
H -1.829 -0.405 -4.738 0.30
H -2.590 3.705 -0.576 0.36
H -1.514 -2.086 -5.147 0.47
H -3.614 -6.375 0.852 0.31
H 1.648 -0.030 4.213 0.49
H -3.242 -2.623 0.613 0.32
H 0.241 -4.382 4.151 0.36
H 3.676 0.600 -0.113 0.41
H 1.244 2.479 -4.455 0.55
H -0.588 -6.468 2.677 0.23
H 2.669 3.919 -1.686 0.23
H -2.831 0.710 -3.517 0.16
H -1.265 -3.456 -1.752 0.00
H -2.515 -1.717 7.837 0.38
H -2.038 -6.581 0.060 0.27
H -3.867 -1.566 -3.689 0.39
H -1.206 -1.312 5.808 0.24
H -0.430 -7.483 1.231 0.36
H -3.109 -5.291 2.800 0.21
H 5.375 -2.874 -2.508 0.47
H -4.429 1.115 0.982 0.66
H 0.056 1.172 -4.581 0.21
H -3.025 -4.109 4.119 0.15
H 0.783 -4.547 -0.761 0.07
H 1.538 4.979 -2.564 0.44
H -0.380 5.892 -2.139 0.33
H -6.027 -0.724 5.967 0.39
H -4.238 -3.717 -0.356 0.42
H 0.122 -2.744 -2.589 0.19
H 5.035 0.625 1.963 0.41
H -0.250 -1.119 -4.382 0.11
H 1.919 5.307 -0.878 0.44
H -3.326 -3.232 -3.500 0.47
H -0.281 -0.263 4.275 0.59
H -4.884 -0.244 3.854 0.36
H -3.936 -0.673 2.076 0.33
H 2.960 -2.513 2.140 0.63
H -3.408 -5.930 -0.849 0.28
H 0.486 1.817 -2.992 -0.45
H -0.601 6.108 -0.393 0.36
H 4.646 -1.556 -4.506 0.47
H -4.896 1.940 -3.026 0.41
```

The calculation puts the energy relative to the best compared isomer or geometry (same formula, charge and spin) at 90.4 kJ/mol. The total energy is -4235.61726 hartree. As for the molecular weight: 886.16 g/mol. The charge is 0. The HOMO-LUMO gap (alpha / beta) comes out at 4.7 / 4.9 eV. Its multiplicity is 1.